Computed, not measured: one molecule with the formula C4H9N in a non-equilibrium geometry, with ωB97M-V/def2-TZVPD.

Values from the calculation:
- relative energy (zero: lowest compared OMol25 entry of this formula, charge and spin) (kcal per mole) = 28.7
- SMILES string = CN1CCC1
- molar mass (g mol⁻¹) = 71.12
- gap between HOMO and LUMO (eV) = 9.8676

Structure (XYZ):
```
14
Properties=species:S:1:pos:R:3:forces:R:3
C -1.785523 0.002692 -0.005902 -1.25 1.34 -2.01
C 0.525078 1.077726 0.023383 0.46 -0.25 0.10
C 1.602905 -0.035164 -0.088405 0.27 0.05 0.25
C 0.445956 -1.022493 0.015660 0.87 0.32 -1.54
H -2.266669 -0.910866 -0.348431 0.25 -0.37 0.09
H -1.935281 0.088739 1.059051 0.02 0.20 0.66
H -2.402345 0.790857 -0.575172 0.92 -0.75 1.14
H 0.350584 1.426271 1.069428 0.00 -0.24 -0.51
H 0.685268 1.932852 -0.644892 -0.33 -0.08 0.22
H 2.026500 -0.040513 -1.107354 -0.03 -0.04 0.59
H 2.349766 -0.192833 0.681295 0.33 0.52 -0.04
H 0.216801 -1.289450 1.023817 -0.06 -0.53 0.93
H 0.606339 -1.876494 -0.650839 -0.68 -0.18 0.26
N -0.419380 0.048679 -0.451635 -0.79 0.00 -0.15
```
Forces are in eV/Å.

natural (NBO) population analysis, charges in e, atoms 1 to 8: -0.416 -0.216 -0.406 -0.217 0.203 0.166 0.198 0.165

=====

Computed, not measured: one molecule with the formula C21H30N4O4, with ωB97M-V/def2-TZVPD.

Values from the calculation:
- relative energy (zero: lowest compared OMol25 entry of this formula, charge and spin) (kcal per mole) = 0.0
- SMILES string = CCOC(=O)N1CCC(NC(=O)C[C@H]2C(=O)NCCN2Cc2ccccc2)CC1
- molar mass (g mol⁻¹) = 402.49
- gap between HOMO and LUMO (eV) = 9.2955

Structure (XYZ):
```
59
Properties=species:S:1:pos:R:3:forces:R:3
C -6.244978 -0.084271 -1.202860 0.41 -0.11 0.01
C -5.037990 -0.991038 -1.397460 -0.46 -0.21 0.11
H -5.065375 -1.810747 -0.671769 0.02 0.07 -0.19
H -5.007114 -1.393315 -2.412884 0.02 0.02 0.13
O -3.812816 -0.279845 -1.248724 0.25 0.16 0.07
C -3.399042 -0.087027 0.031699 0.12 0.03 -0.23
O -3.985172 -0.529190 0.994001 -0.37 -0.27 0.27
N -2.265677 0.637872 0.098675 0.01 0.06 -0.12
C -1.538129 1.136526 -1.044800 -0.02 0.17 -0.40
H -0.584416 0.599500 -1.122617 -0.04 -0.02 -0.07
C -1.273379 2.637729 -0.900334 0.19 -0.21 0.12
H -2.221181 3.177285 -0.917465 -0.01 0.04 -0.02
H -0.667177 2.974299 -1.742658 0.00 0.06 -0.07
C -0.556532 2.935707 0.419053 -0.27 0.43 0.32
N 0.762370 2.330686 0.364402 -0.33 0.12 -0.43
C 1.577169 2.107506 1.407417 0.51 -0.19 -0.28
O 1.362259 2.448381 2.553510 -0.02 0.11 0.40
C 2.852631 1.344009 1.035050 -0.14 0.06 0.09
H 3.245011 0.912602 1.956680 -0.05 0.05 -0.06
H 3.580797 2.065754 0.656283 0.03 0.04 0.05
C 2.616832 0.205838 0.017908 -0.01 0.09 0.17
N 3.343834 -0.992192 0.397162 -0.06 -0.07 0.07
C 4.748072 -0.864597 0.085072 0.18 0.03 -0.24
C 5.005134 -0.669070 -1.415607 0.10 -0.35 0.31
N 4.079240 0.307877 -1.947222 0.34 0.01 -0.35
C 2.934773 0.718072 -1.381321 -0.18 -0.17 0.08
O 2.196852 1.512127 -1.951224 -0.21 0.22 -0.15
H 4.260066 0.662459 -2.877619 -0.17 0.05 0.13
H 4.884362 -1.620375 -1.950166 0.07 0.08 0.07
H 6.028085 -0.318366 -1.580048 -0.07 -0.07 0.03
H 5.129388 -0.000148 0.633798 0.09 -0.03 0.00
H 5.276576 -1.754036 0.433888 0.04 0.07 0.00
C 2.726149 -2.210307 -0.114615 0.01 -0.01 -0.02
C 1.314784 -2.340539 0.395733 -0.03 -0.11 -0.10
C 1.065849 -2.323143 1.763098 0.02 -0.01 -0.06
C -0.229743 -2.409470 2.239003 0.03 -0.04 0.06
C -1.292411 -2.519310 1.355925 -0.08 -0.04 0.00
C -1.051259 -2.538336 -0.006458 -0.11 -0.01 0.01
C 0.245261 -2.444908 -0.483786 0.13 -0.01 0.01
H 0.426533 -2.450952 -1.550419 0.04 0.01 -0.10
H -1.873827 -2.615814 -0.701897 -0.10 0.01 -0.07
H -2.304811 -2.568950 1.725396 -0.11 0.02 0.03
H -0.413424 -2.386178 3.302606 -0.02 0.00 0.11
H 1.896431 -2.226159 2.445537 0.10 0.03 0.11
H 2.713493 -2.248795 -1.216849 0.00 -0.08 0.04
H 3.326683 -3.050347 0.249318 0.02 0.02 -0.11
H 1.552123 -0.050551 0.039479 0.18 0.14 -0.13
H 1.116624 2.136408 -0.570317 0.11 -0.09 0.11
C -1.394964 2.378794 1.575280 0.19 -0.16 -0.01
C -1.642937 0.887346 1.381517 -0.12 0.14 0.41
H -0.692107 0.343676 1.434681 -0.06 -0.04 0.02
H -2.308747 0.499871 2.153116 0.16 0.01 -0.06
H -2.345968 2.912129 1.602566 -0.06 0.02 -0.02
H -0.871680 2.538349 2.516460 -0.11 0.03 -0.04
H -0.452263 4.023737 0.548321 -0.06 -0.16 -0.03
H -2.118917 0.941037 -1.944906 0.17 0.01 0.08
H -7.157050 -0.645766 -1.384421 -0.13 -0.04 -0.03
H -6.200101 0.756576 -1.891218 -0.05 0.06 -0.08
H -6.258198 0.291619 -0.182971 -0.05 0.02 0.06
```
Forces are in eV/Å.

natural (NBO) population analysis, charges in e, atoms 1 to 8: -0.635 -0.067 0.197 0.184 -0.536 0.902 -0.679 -0.456